[1]
The following is a quantum chemistry calculation of a cluster of 10 separate species, C16H52O10 in total at a distorted geometry, from the Open Molecules 2025 dataset.

Results
E_HOMO	-9.6	eV
ΔE to the lowest compared entry with this formula, charge and spin	90.1	kcal/mol
LUMO	-0.07	eV

Cartesian coordinates (Å):
O -0.4649 3.6364 1.1693
O -0.9767 2.1396 3.4585
O -0.4726 -2.7996 -2.5363
O -3.0351 1.6468 -2.5016
O 0.6748 -4.1303 -0.2812
O -3.5412 -1.4005 0.5241
O 4.7781 2.9281 3.8223
O 2.8964 2.4413 -3.6387
O -1.2273 -0.5587 -0.7661
O 2.9713 -3.3789 0.9635
C 1.7523 4.0334 -2.3240
C 3.5379 2.3271 3.5122
C -1.7111 4.1896 0.7581
C -0.2122 -4.5797 0.7657
C 3.7801 -2.5140 0.1507
C 0.0812 1.1790 3.4816
C 3.8190 1.0783 2.6381
C 1.7011 2.6394 -2.8871
C -0.2848 0.4814 -0.5456
C 5.0617 -3.2773 -0.2082
C -5.0987 0.6947 -3.4096
C -3.2656 -1.5367 1.8833
C -4.5750 -1.5869 2.7214
C -3.6375 1.1130 -3.6637
C 0.9293 -0.2659 -0.0170
C -1.7640 -3.1564 -3.0287
H 3.0398 2.1080 4.4574
H -5.7003 1.5777 -3.1986
H 2.7985 1.6100 -4.1133
H -4.2257 -1.6639 3.7563
H 0.6516 -0.9435 0.7905
H 2.7254 4.3563 -1.9525
H 1.5093 4.7702 -3.0927
H -2.1153 -2.3458 -3.6694
H -3.0313 0.2349 -3.9171
H -2.3442 3.4067 0.3347
H 0.0420 -2.5715 -3.3160
H -2.1981 4.6555 1.6168
H 1.0682 4.1517 -1.4820
H -3.5559 1.7895 -4.5134
H 0.5276 1.1618 2.4874
H 0.2526 -3.4991 -0.8778
H -0.2177 0.1604 3.7320
H -2.4891 -3.2850 -2.2259
H -0.8431 -1.2111 -1.3625
H 5.3026 2.8977 3.0176
H 5.5891 -3.5669 0.7003
H -1.0106 2.6384 4.2769
H -2.7486 -2.4442 2.2091
H 2.8508 3.0191 3.0142
H 0.7351 2.4348 -3.3559
H -3.2138 1.0220 -1.7915
H -5.4935 0.2007 -4.2982
H 0.3349 -5.3162 1.3482
H -5.2220 -0.7266 2.5700
H -5.1110 -2.5371 2.6704
H -5.1177 -0.0063 -2.5747
H -1.0118 -5.1061 0.2412
H 1.7355 1.9366 -2.0470
H 5.7154 -2.5832 -0.7410
H -2.7657 -0.6463 2.2752
H 3.9781 -1.5730 0.6643
H 2.9200 0.4738 2.5091
H -1.4737 4.9245 -0.0090
H 4.7790 -4.1515 -0.7898
H -0.6438 3.0300 1.9057
H 1.3675 -0.8793 -0.8070
H 4.2158 1.3130 1.6488
H 2.1076 -3.5438 0.5400
H -1.7675 -4.1036 -3.5706
H 0.8144 1.5289 4.2082
H -0.6837 1.2605 0.1026
H -0.0080 0.9927 -1.4694
H -2.7584 -1.1059 0.0364
H -0.5866 -3.7383 1.3464
H 4.5854 0.4833 3.1359
H 3.2394 -2.3257 -0.7798
H 1.7350 0.3921 0.3184



[2]
The following is a quantum chemistry calculation of a structure of composition C19H31N3O3 at a distorted geometry, from the Open Molecules 2025 dataset.

Results
E_HOMO	-8.2	eV
ΔE to the lowest compared entry with this formula, charge and spin	436.7	kcal/mol
LUMO	0.40	eV

Cartesian coordinates (Å):
O 0.5923 2.2468 -1.4319
O -3.2981 -2.1431 -2.5831
O 2.4889 2.6086 2.2929
N -4.4617 -0.7848 -3.9500
N -0.2436 0.2501 -1.7758
N 1.7793 0.5758 1.2014
C -0.2959 -1.1817 -2.1365
C 0.8127 1.1184 -1.6416
C -1.5930 0.9987 -2.2262
C 2.5802 1.6874 1.2017
C -0.5112 -1.3049 -3.7582
C -0.1694 -0.8865 4.9266
C -1.3648 0.0988 3.0444
C -1.4572 -0.5473 4.1625
C 2.1991 -0.3508 -0.0481
C 0.9666 0.1651 2.3888
C 3.3095 1.4315 -1.1884
C 2.1317 0.2509 -1.1558
C -1.9190 0.9996 -3.6556
C 1.8281 -1.1060 3.0281
C 3.2340 2.4249 -0.1422
C -1.9966 -0.5601 -4.0626
C -3.2864 -1.2555 -3.5141
C -0.4751 0.0647 2.0195
C 0.7814 -1.8095 4.1019
H -2.1518 -0.4594 -5.1654
H -1.2003 1.2995 -4.1137
H 0.0213 -2.5169 3.6353
H -0.6466 -1.0867 1.8552
H -1.4781 2.0609 -1.5912
H 1.9927 -1.7641 2.2947
H -2.0077 -0.2155 4.9115
H 0.4767 0.2913 5.1407
H -2.3586 0.4300 -1.4608
H 2.3308 -0.4438 -1.9539
H -1.2211 -1.6750 -1.6870
H -0.2605 -1.1647 5.8190
H 1.0031 1.2264 3.1789
H 2.7488 -0.5915 3.4772
H -1.7126 -1.3913 3.8446
H -2.8671 1.5139 -3.8818
H -0.7276 -2.2316 -3.8156
H -2.3959 0.4334 2.6141
H 0.1640 -0.6378 -4.1993
H -1.2267 1.6228 3.3603
H 2.6000 3.0736 -0.3232
H 1.5594 -2.2270 4.7382
H 0.5776 -1.6297 -1.9451
H 4.1012 0.6132 -1.1463
H 4.0478 2.8150 0.4061
H -4.5176 -0.0749 -4.7918
H -5.4389 -1.1259 -3.5219
H 1.2939 -0.9326 0.0885
H 3.0142 -0.8661 0.2737
H 3.2937 1.9776 -2.0705
H -0.6463 0.6858 0.9317



[3]
The following is a quantum chemistry calculation of a cluster of 2 separate species, C30H62BBrF9N4O8P2S in total at a distorted geometry, from the Open Molecules 2025 dataset.

Results
E_HOMO	-4.5	eV
charge	-1
LUMO	1.89	eV

Cartesian coordinates (Å):
Br -1.1328 1.6684 4.7175
S 2.5566 -0.8632 2.2819
P -2.8121 6.1624 -1.8782
P -0.5179 -2.9111 1.4688
F 5.6274 -0.9154 3.3410
F 5.4672 -0.9259 1.1907
F 6.3818 -3.2172 0.8505
F 8.1739 -1.3134 1.6512
F 8.0334 -2.0336 3.6950
F 8.6652 -3.3563 2.1085
F 3.7139 -3.2371 1.5748
F 3.7845 -2.7373 3.6726
F 6.1620 -3.8667 2.9604
O 1.0895 -2.5703 0.9113
O -0.8720 -1.2341 1.3454
O 1.9024 -0.9194 3.5574
O -0.9579 -4.5737 -0.9674
O 3.1895 0.4268 2.1003
O -0.0721 -2.8164 3.1560
O -2.2596 -2.6403 -0.9842
O -2.6537 4.7947 -2.4540
N -2.1614 5.9189 -0.3188
N -3.7702 7.4933 -1.3129
N -0.0133 -4.6653 1.5732
N -1.7502 7.0787 -2.8704
C -2.0211 7.0168 -4.3025
C 0.7356 -7.4395 2.2017
C 1.6868 -7.2220 0.9917
C 2.3418 -4.5608 -2.3170
C -1.2617 6.8351 0.3530
C -1.9809 0.8913 3.1520
C -0.2055 1.2159 -2.7946
C -4.7769 7.0928 -0.2974
C -1.5257 0.7144 -3.4446
C 0.0733 0.8619 1.6295
C 7.8401 -2.3443 2.4199
C -0.4569 -0.1123 -0.6611
C -3.5377 -2.5784 -0.3806
C -4.5245 8.1854 -2.3816
C -0.9586 -5.5035 2.2877
C 1.4629 -1.2511 0.8169
C 3.8778 -2.2194 2.4450
C 2.0769 -2.1503 -1.5230
C -0.9970 8.2469 -2.4645
C -0.3143 1.3066 -1.2662
C 2.6817 0.2746 -0.8929
C 3.0428 -3.3322 -1.6835
C 6.3898 -2.8363 2.1414
C -0.7013 -6.9767 1.9277
C 5.3281 -1.6986 2.2862
C -4.2661 -3.9269 -0.3218
C -1.8538 4.5448 0.0660
C 2.4591 -1.1718 -0.3813
C -1.3681 1.3700 1.8491
C 0.1372 -0.3974 0.7534
B -1.2861 -3.4184 -0.2969
H 3.8678 -3.0275 -2.3306
H -1.2202 1.8903 -1.0904
H -0.1394 -0.8257 -1.4185
H -3.0236 1.2071 3.1858
H 0.6913 1.6811 1.2573
H -3.9085 -4.6190 -1.0817
H 0.0989 2.1698 -3.2315
H -1.2877 6.6580 1.4324
H -0.3121 8.0206 -1.6509
H 3.4551 -3.6690 -0.7354
H -1.4955 -4.5792 -1.7724
H 0.5639 0.4958 -3.0880
H -4.3020 6.6559 0.5752
H 2.5485 -5.4547 -1.7255
H -4.1384 -1.9133 -1.0100
H -1.6159 9.1060 -2.1662
H 0.4605 0.6764 2.6308
H -2.3565 1.0037 -2.8036
H -0.8733 -2.5689 3.6209
H 2.2374 0.4399 -1.8691
H 2.4223 -8.0233 0.9311
H 0.7330 -8.5064 2.4339
H -1.5576 7.8740 0.2125
H -2.9137 7.5843 -4.6018
H 1.0946 -7.1253 0.0829
H 3.4587 -1.4860 -0.0803
H -5.3211 7.9756 0.0404
H 1.1384 -6.8659 3.0402
H -3.5180 -2.1131 0.6078
H -1.1738 7.3997 -4.8717
H -2.1664 5.9821 -4.6149
H -4.1721 -4.3513 0.6793
H -1.4615 -0.3683 -3.5405
H -5.1305 7.4997 -2.9810
H -1.9025 -3.0830 1.9484
H -1.7649 4.4727 1.1518
H -5.4971 6.3707 -0.6947
H -1.6060 1.1545 -4.4371
H -0.8771 -5.4207 3.3821
H -1.4190 -7.6041 2.4736
H -2.0165 1.2031 0.9909
H 0.5538 1.8576 -0.9149
H -0.9158 4.1940 -0.3787
H -0.2231 6.7033 0.0244
H -0.9335 -7.1248 0.8690
H 1.2601 -4.4541 -2.3323
H 2.7323 -4.7793 -3.3130
H -3.8542 8.7278 -3.0465
H 2.3071 0.9959 -0.1725
H 0.7989 -4.6106 2.1824
H -1.9929 -0.1921 3.2198
H -2.6500 3.8674 -0.2291
H -1.5210 -0.2792 -0.5340
H -5.3381 -3.7982 -0.4914
H -1.2694 2.4551 1.9512
H 3.7523 0.4670 -0.9780
H 1.0487 -2.4939 -1.4670
H -5.1859 8.9309 -1.9414
H -0.3620 8.5800 -3.2865
H 2.1466 -1.5653 -2.4466
H 2.1720 -6.2553 1.1169
H -1.9971 -5.3058 2.0039